Record 1
Below is a molecular structure, C2H4N3P, with properties calculated with wB97M-V/def2-TZVPD.

```
! wB97M-V def2-TZVPD RIJCOSX def2/J DEFGRID3
* xyz 0 1
C 0.416 -1.289 -0.422
C 1.235 -0.190 -0.828
N -0.794 -1.203 0.074
N -1.357 -0.092 0.517
N 1.296 0.971 -0.241
P -1.035 1.282 1.426
H 0.530 -2.183 -0.825
H -2.475 -0.267 0.504
H 0.592 1.255 0.659
H 1.593 1.716 -0.863
*
```

Total energy in eV: -15891.8846
HOMO in eV: -7.5
LUMO in eV: -1.257
F_max in eV/Å: 5.340


Record 2
Below is C2H4N4 in the gas phase, with properties calculated with wB97M-V/def2-TZVPD.

```
! wB97M-V def2-TZVPD RIJCOSX def2/J DEFGRID3
* xyz 0 1
C 1.340 -1.361 0.084
C -1.449 0.500 -0.017
N 2.267 -0.642 -0.079
N 2.046 0.784 -0.037
N 0.895 1.125 -0.021
N -0.025 0.280 0.105
H 0.713 -2.136 0.416
H -1.906 1.503 0.102
H -1.853 0.275 -1.019
H -2.029 -0.329 0.467
*
```

Total energy in eV: -8093.9885
HOMO in eV: -9.1
LUMO in eV: 0.560
F_max in eV/Å: 5.256


Record 3
Below is C2H4N4 in the gas phase, with properties calculated with wB97M-V/def2-TZVPD.

```
! wB97M-V def2-TZVPD RIJCOSX def2/J DEFGRID3
* xyz 0 1
N -0.763 -1.785 0.251
C -0.300 -0.505 0.077
N 0.784 -0.094 0.787
C 1.066 1.059 0.231
N 0.171 1.351 -0.729
N -0.743 0.345 -0.832
H -0.585 -2.120 1.185
H -1.686 -1.978 -0.101
H 2.002 1.552 0.426
H 0.054 2.174 -1.295
*
```

Total energy in eV: -8099.2031
HOMO in eV: -8.6
LUMO in eV: 1.082
F_max in eV/Å: 0.687
SMILES: Nc1nc[nH]n1


Record 4
Below is C2H4N4 in the gas phase, with properties calculated with wB97M-V/def2-TZVPD.

```
! wB97M-V def2-TZVPD RIJCOSX def2/J DEFGRID3
* xyz 0 1
C 1.013 1.170 0.326
N 0.056 0.163 -0.062
N -0.546 -0.638 0.799
C -1.216 -1.431 -0.018
N -1.026 -1.118 -1.318
N -0.207 -0.106 -1.321
H 0.593 2.160 0.163
H 1.906 1.031 -0.281
H 1.240 1.027 1.380
H -1.811 -2.258 0.331
*
```

Total energy in eV: -8097.9615
HOMO in eV: -10.7
LUMO in eV: 0.995
F_max in eV/Å: 0.258
SMILES: Cn1ncnn1


Record 5
Below is C2H4N4 in the gas phase, with properties calculated with wB97M-V/def2-TZVPD.

```
! wB97M-V def2-TZVPD RIJCOSX def2/J DEFGRID3
* xyz 0 1
C 1.017 -0.105 0.626
C -0.068 0.905 0.439
N -1.319 0.346 0.753
N -1.543 -0.597 -0.045
N -0.657 -0.686 -1.015
N 0.437 0.131 -0.715
H 2.108 0.141 0.649
H 0.720 -1.104 1.101
H 0.165 1.942 0.199
H -0.861 -0.973 -1.993
*
```

Total energy in eV: -8095.0780
HOMO in eV: -9.0
LUMO in eV: 1.165
F_max in eV/Å: 2.542
SMILES: C1[C@@H]2N=NNN12


Record 6
Below is C2H4N4 in the gas phase, with properties calculated with wB97M-V/def2-TZVPD.

```
! wB97M-V def2-TZVPD RIJCOSX def2/J DEFGRID3
* xyz 0 1
C -1.362 -0.227 0.142
N 0.023 -0.055 -0.267
C 0.925 0.908 0.016
N 2.125 0.388 -0.034
N 1.947 -0.918 -0.347
N 0.706 -1.190 -0.487
H -1.350 -0.999 0.913
H -1.978 -0.562 -0.694
H -1.744 0.704 0.560
H 0.708 1.952 0.199
*
```

Total energy in eV: -8097.6544
HOMO in eV: -10.8
LUMO in eV: 0.671
F_max in eV/Å: 0.343
SMILES: Cn1cnnn1


Record 7
Below is 2 unconnected molecules or ions with the total composition C2H4N4, with properties calculated with wB97M-V/def2-TZVPD.

```
! wB97M-V def2-TZVPD RIJCOSX def2/J DEFGRID3
* xyz 0 1
C -0.316 0.683 1.308
N 0.550 0.247 -0.634
C 1.422 -0.362 -1.165
N -1.011 -1.855 -1.857
N -1.738 -1.430 -1.143
N -0.485 0.685 -0.134
H 0.088 -0.285 1.642
H -1.293 0.906 1.702
H 0.401 1.461 1.620
H 2.433 -0.048 -1.331
*
```

Total energy in eV: -8096.6948
HOMO in eV: -8.9
LUMO in eV: 1.034
F_max in eV/Å: 2.013


Record 8
Below is C2H4N4O in the gas phase, with properties calculated with wB97M-V/def2-TZVPD.

```
! wB97M-V def2-TZVPD RIJCOSX def2/J DEFGRID3
* xyz 0 1
N 1.355 -1.512 -1.230
C 0.277 -1.037 -0.404
N -0.290 -1.572 0.725
N -0.911 -0.413 1.232
C -0.675 0.654 0.503
N -0.846 2.044 0.767
O 0.029 0.168 -0.619
H 1.858 -2.397 -0.750
H 1.953 -0.662 -1.717
H -1.173 2.579 0.002
H -1.578 2.145 1.492
*
```

Total energy in eV: -10144.5580
HOMO in eV: -8.4
LUMO in eV: 0.585
F_max in eV/Å: 6.290
SMILES: Nc1nnc(N)o1


Please write out number 6 again, unchanged.
Below is C2H4N4 in the gas phase, with properties calculated with wB97M-V/def2-TZVPD.

```
! wB97M-V def2-TZVPD RIJCOSX def2/J DEFGRID3
* xyz 0 1
C -1.362 -0.227 0.142
N 0.023 -0.055 -0.267
C 0.925 0.908 0.016
N 2.125 0.388 -0.034
N 1.947 -0.918 -0.347
N 0.706 -1.190 -0.487
H -1.350 -0.999 0.913
H -1.978 -0.562 -0.694
H -1.744 0.704 0.560
H 0.708 1.952 0.199
*
```

Total energy in eV: -8097.6544
HOMO in eV: -10.8
LUMO in eV: 0.671
F_max in eV/Å: 0.343
SMILES: Cn1cnnn1